The following is a quantum chemistry calculation of a gas-phase ion, C5H11O (charge -1) in a non-equilibrium geometry, from the Open Molecules 2025 dataset.

Geometry as ORCA input:
```
! wB97M-V def2-TZVPD RIJCOSX def2/J DEFGRID3
* xyz -1 1
C -0.88 0.75 -1.50
C -0.58 0.06 -0.28
C -0.41 -1.49 -0.55
C 0.68 0.71 0.44
C 1.10 0.14 1.86
O 0.04 -0.55 2.39
H -1.62 0.21 -2.06
H 0.05 0.92 -2.18
H -1.27 1.70 -1.28
H -1.25 0.18 0.60
H 0.00 -1.77 -1.55
H 0.21 -1.75 0.30
H -1.36 -2.15 -0.48
H 0.37 1.73 0.61
H 1.46 0.75 -0.32
H 2.00 -0.57 1.68
H 1.47 1.13 2.29
*
```

## Properties
M: 87.14 u
SMILES: CC(C)CC[O-]
maximum force: 4.2 eV Å⁻¹
orbital gap: 6.44 eV

Results of the Löwdin charge analysis, in e, for atoms 1 through 8: -0.160 -0.469 -0.089 -0.203 -0.507 -0.389 0.057 0.107



The following is a quantum chemistry calculation of a molecular structure, C5H6NaO3 in a non-equilibrium geometry, from the Open Molecules 2025 dataset.

Geometry as ORCA input:
```
! wB97M-V def2-TZVPD RIJCOSX def2/J DEFGRID3
* xyz 0 2
O 3.96 -0.70 7.36
C 3.17 -0.62 6.52
O 2.37 -0.55 5.68
C -1.23 3.77 0.11
C -0.17 3.41 0.87
C 0.21 2.04 1.21
C 1.67 1.69 1.28
O 2.00 0.47 1.73
H -1.82 3.02 -0.43
H -1.62 4.79 0.13
H 0.31 4.18 1.49
H -0.36 1.33 0.57
H 0.64 2.13 2.44
Na 1.26 -0.14 3.64
H 2.27 2.04 0.40
*
```

## Properties
M: 137.09 u
maximum force: 3.4 eV Å⁻¹
orbital gap (alpha / beta): 4.19 / 6.73 eV

Results of the Löwdin charge analysis, in e, for atoms 1 through 8: 0.259 -0.357 0.177 -0.027 -0.244 -0.241 -0.441 -0.339



The following is a quantum chemistry calculation of a molecular structure, C7H19MnNO7P in a non-equilibrium geometry, from the Open Molecules 2025 dataset.

Geometry as ORCA input:
```
! wB97M-V def2-TZVPD RIJCOSX def2/J DEFGRID3
* xyz -1 6
Mn 0.95 -0.37 -0.74
P 3.06 0.62 -0.59
O 2.60 -0.49 0.52
O 1.75 1.51 -0.43
O 2.76 -0.37 -1.80
O 4.46 1.00 -0.23
C -1.36 4.06 1.85
O -1.40 2.71 2.22
C -1.23 1.84 1.13
C -0.86 0.48 1.72
N -0.70 -0.56 0.72
C -0.23 -1.76 1.47
C -0.06 -2.95 0.49
O 0.65 -2.53 -0.67
C 1.11 -3.61 -1.43
H -2.15 4.41 1.17
H -0.39 4.39 1.47
H -1.43 4.61 2.79
H -0.34 2.14 0.56
H -2.06 1.70 0.43
H -1.57 0.19 2.52
H 0.04 0.67 2.31
H -1.60 -0.94 0.42
H -0.85 -2.05 2.33
H 0.81 -1.55 1.76
H -1.09 -3.21 0.21
H 0.50 -3.75 0.97
H 1.95 -4.14 -0.97
H 1.60 -3.17 -2.31
H 0.34 -4.31 -1.74
C -0.83 1.29 -2.70
O -0.67 -0.06 -2.23
H -0.03 1.47 -3.42
H -1.78 1.38 -3.22
H -0.71 2.00 -1.88
H -1.25 -0.64 -2.73
*
```

## Properties
M: 315.14 u
maximum force: 5.1 eV Å⁻¹
orbital gap (alpha / beta): 4.48 / 4.73 eV

Results of the Löwdin charge analysis, in e, for atoms 1 through 8: 0.722 0.033 -0.520 -0.479 -0.488 -0.403 -0.132 -0.172



The following is a quantum chemistry calculation of a molecular structure, C33H53N2O2P2SSn in a non-equilibrium geometry, from the Open Molecules 2025 dataset.

Geometry as ORCA input:
```
! wB97M-V def2-TZVPD RIJCOSX def2/J DEFGRID3
* xyz 1 1
C -1.45 -1.55 -2.35
C 0.64 -2.44 -1.70
C -1.61 -2.53 -3.33
C 0.41 -3.55 -2.57
C -0.69 -3.58 -3.39
H -2.46 -2.45 -4.00
H 1.15 -4.35 -2.56
H -0.86 -4.40 -4.09
N -0.40 -1.56 -1.52
P -2.70 0.01 -0.42
P 2.50 -0.75 -0.31
C -2.46 -0.42 -2.21
H -2.07 0.46 -2.74
H -3.43 -0.67 -2.68
C 0.17 2.45 1.57
O 0.59 3.40 2.05
C 1.90 -2.19 -1.13
H 2.64 -2.99 -1.28
C 3.70 -0.01 -1.67
C 3.50 -1.31 1.23
C -3.45 1.74 -0.34
C -3.86 -1.39 0.14
C 3.76 1.50 -1.43
H 4.17 1.74 -0.44
H 4.41 1.97 -2.19
H 2.77 1.96 -1.50
C 5.10 -0.62 -1.61
H 5.63 -0.40 -0.67
H 5.08 -1.71 -1.78
H 5.71 -0.18 -2.43
C 3.16 -0.31 -3.08
H 3.74 0.24 -3.83
H 3.22 -1.39 -3.32
H 2.11 -0.02 -3.20
C 4.30 -0.11 1.79
H 3.64 0.74 2.01
H 4.77 -0.42 2.73
H 5.10 0.24 1.12
C 2.53 -1.78 2.33
H 1.86 -0.98 2.66
H 1.93 -2.63 2.00
H 3.13 -2.11 3.19
C 4.40 -2.51 0.91
H 5.17 -2.30 0.16
H 4.92 -2.80 1.84
H 3.81 -3.37 0.58
C -4.47 -1.01 1.49
H -5.09 -1.85 1.83
H -3.69 -0.84 2.25
H -5.11 -0.12 1.42
C -3.07 -2.71 0.28
H -2.76 -3.11 -0.70
H -2.18 -2.60 0.91
H -3.73 -3.45 0.74
C -4.98 -1.62 -0.89
H -5.67 -2.37 -0.46
H -5.55 -0.72 -1.10
H -4.60 -2.04 -1.83
C -2.69 2.70 -1.28
H -2.84 2.43 -2.34
H -3.09 3.71 -1.14
H -1.61 2.72 -1.09
C -3.33 2.26 1.11
H -2.28 2.36 1.43
H -3.81 3.25 1.15
H -3.85 1.60 1.82
C -4.92 1.73 -0.77
H -5.04 1.34 -1.80
H -5.56 1.16 -0.09
H -5.28 2.77 -0.76
Sn -0.17 -0.03 0.19
N 0.33 1.25 -1.73
C 0.56 1.53 -2.85
C 0.68 2.34 -4.03
C 0.48 3.73 -3.91
C 1.00 1.79 -5.28
C 0.58 4.55 -5.04
H 0.23 4.14 -2.93
C 1.11 2.62 -6.40
H 1.14 0.71 -5.36
C 0.90 4.00 -6.28
H 0.40 5.63 -4.93
H 1.34 2.19 -7.38
H 0.98 4.64 -7.16
C -1.00 -2.77 4.29
S -1.46 -1.25 3.44
C -0.50 -0.03 4.35
O -0.72 -1.41 2.09
H -1.60 -2.84 5.21
H 0.07 -2.75 4.52
H -1.24 -3.61 3.63
H 0.48 0.13 3.89
H -1.09 0.90 4.33
H -0.40 -0.37 5.39
*
```

## Properties
M: 722.53 u
maximum force: 3.8 eV Å⁻¹
orbital gap: 5.95 eV

Results of the Löwdin charge analysis, in e, for atoms 1 through 8: -0.372 -0.362 -0.071 -0.033 -0.068 0.106 0.111 0.112



The following is a quantum chemistry calculation of a molecular structure, C4H5NS2 in a non-equilibrium geometry, from the Open Molecules 2025 dataset.

Geometry as ORCA input:
```
! wB97M-V def2-TZVPD RIJCOSX def2/J DEFGRID3
* xyz 0 1
C 1.24 -0.87 0.28
C 0.78 0.40 -0.38
C -0.76 0.50 -0.42
C -1.54 -0.43 0.48
H 0.48 -1.39 1.27
H 1.30 0.65 -1.33
H 0.26 2.30 -0.10
H -1.05 0.75 -1.37
H -1.10 -0.11 1.54
N 0.18 1.33 0.33
S 2.68 -1.50 -0.10
S -2.46 -1.62 -0.19
*
```

## Properties
M: 131.22 u
maximum force: 6.8 eV Å⁻¹
orbital gap: 7.99 eV

Results of the Löwdin charge analysis, in e, for atoms 1 through 8: -0.645 -0.451 -0.312 -0.660 0.166 0.147 0.160 0.101



The following is a quantum chemistry calculation of 19 unconnected molecules or ions with the total composition C50H126O25S19 in a non-equilibrium geometry, from the Open Molecules 2025 dataset.

Geometry as ORCA input:
```
! wB97M-V def2-TZVPD RIJCOSX def2/J DEFGRID3
* xyz 0 1
C -1.06 3.80 6.50
S -1.30 3.65 4.71
O 0.10 3.27 4.17
C -2.23 2.03 4.66
H -2.02 3.94 6.99
H -0.48 4.70 6.70
H -0.46 2.99 6.91
H -2.51 1.86 3.62
H -3.18 2.16 5.19
H -1.63 1.18 4.97
C -7.53 -1.42 -0.68
S -6.30 -2.50 0.08
O -5.85 -3.42 -1.01
C -4.98 -1.20 0.34
H -8.18 -2.13 -1.19
H -7.02 -0.80 -1.42
H -8.10 -0.87 0.07
H -5.37 -0.27 0.75
H -4.71 -0.85 -0.65
H -4.07 -1.51 0.87
C -0.63 5.71 -5.31
S -0.36 5.40 -3.49
O -1.65 5.64 -2.71
C -0.10 3.54 -3.61
H -0.82 6.77 -5.43
H -1.59 5.32 -5.66
H 0.21 5.38 -5.91
H 0.71 3.44 -4.34
H -0.92 2.92 -3.98
H 0.22 3.09 -2.67
C 5.23 -0.97 1.64
S 4.18 -1.02 3.19
O 5.14 -1.10 4.39
C 3.74 0.78 3.09
H 4.63 -0.83 0.75
H 5.89 -1.83 1.62
H 5.87 -0.08 1.68
H 2.80 0.97 3.60
H 3.67 1.02 2.03
H 4.64 1.26 3.47
C -2.42 -3.04 3.10
S -2.66 -1.35 3.81
O -4.05 -0.94 3.29
C -3.00 -1.54 5.56
H -1.46 -3.51 3.31
H -2.35 -3.06 2.01
H -3.23 -3.67 3.46
H -3.93 -2.10 5.67
H -3.04 -0.65 6.18
H -2.17 -2.13 5.93
C 4.78 -2.21 -2.35
S 5.42 -3.48 -1.14
O 6.01 -4.65 -2.00
C 3.86 -3.98 -0.31
H 5.61 -2.14 -3.06
H 4.69 -1.21 -1.93
H 3.98 -2.62 -2.97
H 3.17 -4.39 -1.05
H 3.44 -3.21 0.34
H 4.09 -4.73 0.45
C 1.47 -9.08 -0.06
S 1.74 -7.75 -1.28
O 1.68 -6.39 -0.61
C 3.56 -8.08 -1.44
H 0.39 -9.22 0.06
H 1.95 -8.79 0.88
H 1.68 -10.05 -0.50
H 4.00 -7.58 -2.30
H 3.65 -9.16 -1.54
H 4.05 -7.83 -0.50
C 1.42 -5.72 2.52
S 2.47 -5.57 4.09
O 3.89 -5.80 3.62
C 2.34 -3.81 4.27
H 1.40 -6.78 2.30
H 1.85 -5.16 1.70
H 0.47 -5.21 2.71
H 2.90 -3.25 3.52
H 2.76 -3.50 5.23
H 1.27 -3.64 4.23
C 0.70 -3.94 -5.07
S 2.38 -4.46 -5.40
O 3.29 -3.22 -5.30
C 2.57 -5.60 -3.95
H 0.58 -3.55 -4.06
H 0.03 -4.78 -5.19
H 0.46 -3.11 -5.74
H 2.51 -5.15 -2.97
H 3.50 -6.18 -3.98
H 1.68 -6.22 -3.89
C 4.90 3.57 -2.37
S 3.13 3.06 -2.31
O 3.03 2.53 -3.76
C 3.32 1.70 -1.14
H 5.01 4.48 -2.95
H 5.45 2.83 -2.95
H 5.36 3.65 -1.38
H 3.17 2.11 -0.14
H 4.30 1.22 -1.13
H 2.60 0.88 -1.24
C 6.86 0.09 -6.31
S 5.33 1.06 -6.21
O 4.41 0.95 -7.46
C 4.55 0.02 -4.90
H 7.55 0.59 -6.99
H 6.77 -0.94 -6.68
H 7.38 -0.04 -5.36
H 3.55 0.40 -4.67
H 5.22 0.12 -4.05
H 4.40 -1.01 -5.22
C 3.78 5.84 1.31
S 4.57 4.45 2.07
O 4.73 3.37 1.04
C 3.03 3.99 3.03
H 3.35 6.52 2.04
H 3.00 5.47 0.64
H 4.51 6.38 0.71
H 2.82 4.80 3.72
H 3.24 3.20 3.75
H 2.15 3.72 2.43
C -4.60 3.35 -2.73
S -3.94 1.76 -2.09
O -4.70 1.53 -0.78
C -4.69 0.61 -3.33
H -4.49 4.25 -2.13
H -5.66 3.29 -2.97
H -4.11 3.73 -3.62
H -4.04 0.55 -4.20
H -5.74 0.82 -3.53
H -4.68 -0.44 -3.06
C 3.03 -0.45 8.03
C 3.48 0.73 7.21
C 2.15 1.32 6.78
S 1.09 -0.10 6.24
O 1.19 -0.42 4.77
O -0.24 0.08 6.85
C 2.11 -1.30 7.16
H 2.49 -0.09 8.90
H 3.96 -0.89 8.36
H 3.95 0.48 6.26
H 4.11 1.42 7.78
H 2.16 2.17 6.10
H 1.63 1.81 7.61
H 2.74 -1.83 6.45
H 1.53 -2.04 7.72
C -0.11 5.68 0.64
C -1.44 4.98 0.87
C -2.47 6.09 0.64
S -1.74 7.53 1.60
O -2.46 7.54 2.87
O -1.78 8.66 0.69
C -0.04 6.79 1.67
H -0.13 6.21 -0.31
H 0.76 5.01 0.66
H -1.35 4.65 1.91
H -1.60 4.05 0.33
H -3.41 5.71 1.03
H -2.51 6.42 -0.40
H 0.12 6.31 2.64
H 0.72 7.56 1.59
C 1.32 1.15 -6.26
C 0.86 2.34 -7.12
C -0.45 1.99 -7.86
S -0.24 0.20 -8.16
O 0.02 -0.10 -9.56
O -1.32 -0.50 -7.52
C 1.30 -0.08 -7.16
H 0.70 0.95 -5.38
H 2.34 1.33 -5.93
H 1.60 2.63 -7.87
H 0.68 3.26 -6.57
H -0.70 2.42 -8.83
H -1.33 2.04 -7.21
H 2.14 -0.06 -7.85
H 1.12 -1.09 -6.80
C -8.48 2.82 3.09
C -7.88 2.37 1.75
C -6.34 2.56 1.88
S -6.07 4.13 2.92
O -5.64 5.22 2.05
O -5.19 3.71 4.00
C -7.79 4.21 3.49
H -8.19 2.13 3.88
H -9.55 2.96 2.97
H -8.41 2.83 0.92
H -7.91 1.30 1.52
H -5.65 2.59 1.04
H -5.86 1.84 2.54
H -8.26 4.90 2.79
H -7.78 4.73 4.44
C -3.86 -5.78 -1.19
C -3.16 -5.10 -0.06
C -1.68 -5.27 -0.48
S -1.59 -4.81 -2.27
O -0.92 -5.87 -2.97
O -1.19 -3.39 -2.38
C -3.42 -5.11 -2.48
H -4.93 -5.94 -1.12
H -3.53 -6.82 -1.23
H -3.43 -5.51 0.91
H -3.54 -4.09 0.02
H -1.32 -6.30 -0.45
H -0.94 -4.55 -0.13
H -3.55 -5.54 -3.47
H -3.77 -4.08 -2.57
C -1.19 0.67 1.14
C -0.99 0.43 -0.37
C -0.23 -0.95 -0.52
S 0.80 -1.14 1.03
O 2.19 -0.95 0.66
O 0.22 -2.32 1.76
C 0.16 0.39 1.88
H -1.93 -0.05 1.47
H -1.54 1.67 1.38
H -0.31 1.13 -0.85
H -1.88 0.50 -1.00
H 0.38 -0.94 -1.42
H -0.99 -1.73 -0.54
H 0.93 1.16 1.85
H 0.03 0.14 2.93
*
```

## Properties
M: 1736.81 u
maximum force: 3.4 eV Å⁻¹
orbital gap: 8.33 eV

Results of the Löwdin charge analysis, in e, for atoms 1 through 8: -0.253 0.876 -0.602 -0.231 0.058 0.050 0.035 0.032



The following is a quantum chemistry calculation of a gas-phase ion, C26H41N2O2 (charge +1), from the Open Molecules 2025 dataset.

Geometry as ORCA input:
```
! wB97M-V def2-TZVPD RIJCOSX def2/J DEFGRID3
* xyz 1 1
C 2.06 0.71 -1.62
C 2.20 2.06 -0.93
C 1.35 3.12 -1.63
N 1.89 1.89 0.52
C 0.46 1.93 0.88
C 0.23 0.80 1.91
N 1.07 -0.30 1.49
C 1.72 -1.09 2.51
C 2.86 -1.93 1.90
O 3.61 -1.07 1.06
C 2.42 -3.20 1.13
O 2.02 -2.94 -0.19
C 0.70 -2.73 -0.51
C 0.47 -2.38 -1.84
C -0.81 -2.08 -2.27
C -1.89 -2.09 -1.40
C -3.31 -1.71 -1.79
C -4.15 -3.00 -1.77
C -3.40 -1.10 -3.19
C -3.78 -0.66 -0.80
C -5.02 -0.71 -0.17
C -5.41 0.30 0.70
C -4.56 1.36 0.97
C -3.33 1.42 0.35
C -2.95 0.42 -0.53
C -1.65 -2.48 -0.08
C -0.38 -2.79 0.37
C 2.76 2.67 1.47
C 2.74 4.17 1.21
C 4.18 2.12 1.46
H 1.02 0.37 -1.61
H 2.37 0.79 -2.66
H 2.68 -0.04 -1.14
H 3.25 2.36 -0.98
H 0.34 2.76 -1.82
H 1.29 4.04 -1.06
H 1.81 3.35 -2.59
H 2.06 0.84 0.75
H -0.13 1.72 -0.01
H 0.17 2.90 1.28
H -0.84 0.55 1.94
H 0.53 1.12 2.91
H 0.59 -0.90 0.83
H 2.17 -0.40 3.23
H 1.04 -1.75 3.06
H 3.48 -2.28 2.74
H 4.20 -1.61 0.53
H 3.30 -3.85 1.03
H 1.67 -3.76 1.71
H 1.30 -2.36 -2.52
H -0.95 -1.82 -3.31
H -4.22 -3.41 -0.77
H -3.68 -3.74 -2.41
H -5.15 -2.80 -2.15
H -4.42 -0.78 -3.37
H -2.75 -0.23 -3.29
H -3.14 -1.83 -3.95
H -5.70 -1.52 -0.36
H -6.37 0.24 1.18
H -4.87 2.14 1.65
H -2.67 2.25 0.54
H -1.98 0.47 -1.01
H -2.47 -2.51 0.62
H -0.25 -3.10 1.40
H 2.33 2.49 2.46
H 3.23 4.41 0.26
H 3.30 4.67 2.00
H 1.74 4.58 1.21
H 4.72 2.51 2.32
H 4.72 2.41 0.57
H 4.17 1.03 1.52
*
```

## Properties
M: 413.63 u
SMILES: CC(C)[NH+](CCNC[C@H](O)COc1ccc(C(C)(C)c2ccccc2)cc1)C(C)C
maximum force: 0.6 eV Å⁻¹
orbital gap: 9.03 eV

Results of the Löwdin charge analysis, in e, for atoms 1 through 8: -0.021 -0.340 -0.030 -0.080 -0.098 -0.135 -0.061 -0.132



Number 1: E -7409.401 eV. Number 2: E -15837.690 eV. Number 3: E -64000.775 eV. Number 4: E -77393.274 eV. Number 5: E -27385.182 eV. Number 6: E -310934.329 eV. Number 7: E -34697.338 eV.